Entry from the Open Molecules 2025 dataset: a 2-piece molecular cluster, C26H38N3S2 overall in a non-equilibrium geometry (ωB97M-V/def2-TZVPD).

Summary:
Relative energy (zero: lowest compared OMol25 entry of this formula, charge and spin), eV: 0.0000
Max |F|, hartree/bohr: 0.0408
Gap between HOMO and LUMO, eV: 5.57
Net charge: +1
DFT total energy, Ha: -1973.876159

Structure (XYZ):
```
69
C26H38N3S2, DFT ωB97M-V/def2-TZVPD
S -2.18 2.73 0.12
C -0.73 2.08 -0.21
S 0.70 2.89 0.55
C 1.46 3.69 -0.90
C 1.72 5.16 -0.65
C 2.59 5.75 -1.77
N 2.18 5.28 -3.09
C 2.76 4.45 -3.87
C 1.94 4.15 -5.05
C 0.59 4.87 -4.83
C 0.91 5.78 -3.63
N -0.50 0.98 -1.04
C -1.69 0.19 -1.32
C -2.43 -0.45 -0.34
C -3.53 -1.23 -0.69
C -3.89 -1.36 -2.02
C -3.15 -0.72 -3.00
C -2.05 0.06 -2.65
C 0.69 0.18 -0.79
C 0.71 -0.92 0.05
C 1.88 -1.66 0.22
C 3.05 -1.32 -0.45
C 3.03 -0.21 -1.29
C 1.86 0.52 -1.47
H 0.79 3.53 -1.74
H 2.41 3.20 -1.10
H 2.26 5.33 0.27
H 0.79 5.73 -0.61
H 2.55 6.84 -1.78
H 3.63 5.48 -1.64
H 3.72 4.04 -3.61
H 1.73 3.07 -4.94
H 2.41 4.18 -6.03
H -0.20 4.20 -4.54
H 0.33 5.42 -5.72
H 0.14 5.98 -2.89
H 1.16 6.78 -4.01
H -2.18 -0.35 0.71
H -4.11 -1.73 0.06
H -4.72 -1.97 -2.32
H -3.41 -0.82 -4.04
H -1.46 0.57 -3.39
H -0.17 -1.22 0.59
H 1.88 -2.52 0.87
H 3.95 -1.90 -0.33
H 3.94 0.04 -1.82
H 1.88 1.35 -2.15
C -1.33 -4.15 1.56
C -1.18 -5.01 2.80
N -0.29 -4.42 3.78
C 0.09 -5.34 4.84
C -1.00 -5.85 5.78
C -0.62 -3.07 4.20
C -2.01 -2.82 4.81
H -0.35 -3.92 1.12
H -1.92 -4.69 0.80
H -1.85 -3.21 1.76
H -0.76 -5.97 2.51
H -2.18 -5.22 3.21
H 0.88 -4.87 5.43
H 0.57 -6.20 4.36
H -1.32 -5.09 6.49
H -0.61 -6.69 6.37
H -1.88 -6.21 5.24
H -0.51 -2.41 3.34
H 0.15 -2.73 4.91
H -2.80 -3.30 4.24
H -2.22 -1.75 4.82
H -2.07 -3.17 5.84
```